# 1
C36H60N3O18 | ωB97M-V/def2-TZVPD

Each line ends with the Löwdin charge.
Atoms and positions in Å:
1 C -0.61 -1.77 -0.22  0.03
2 C -0.42 -0.25 0.03  -0.21
3 O -1.42 0.51 -0.19  0.07
4 N 0.77 0.19 0.93  0.06
5 H 0.68 -0.13 1.92  0.08
6 H 1.60 -0.31 0.62  0.09
7 C 0.87 1.64 1.16  0.00
8 H -1.55 -1.99 0.07  0.03
9 H -0.12 -2.51 0.46  0.11
10 H -0.40 -1.84 -1.18  0.01
11 H -0.07 2.24 1.31  0.11
12 H 1.47 2.02 0.36  0.07
13 H 1.58 1.63 1.99  0.09
14 N -0.86 -0.41 3.92  -0.53
15 O -1.89 -0.44 3.27  -0.05
16 O 0.28 -0.57 3.40  -0.03
17 O -0.99 -0.85 5.11  -0.04
18 N 3.46 -1.05 1.86  -0.60
19 O 3.63 -0.06 1.18  -0.06
20 O 4.16 -1.33 2.86  -0.01
21 O 2.49 -1.75 1.62  -0.03
22 C -5.07 -3.22 -2.31  -0.08
23 C -4.18 -2.28 -3.08  -0.40
24 C -5.01 -0.98 -3.63  -0.06
25 O -3.32 -1.61 -2.10  -0.06
26 H -5.47 -2.85 -1.37  0.08
27 H -4.57 -4.11 -2.05  0.03
28 H -6.00 -3.41 -3.03  0.12
29 H -3.61 -2.92 -3.80  0.14
30 H -5.71 -0.24 -2.97  0.13
31 H -5.64 -1.25 -4.43  0.01
32 H -4.23 -0.18 -4.22  0.11
33 H -2.74 -1.03 -2.42  -0.05
34 C -3.76 -3.84 2.05  -0.01
35 C -2.61 -4.15 3.06  -0.46
36 C -2.02 -5.49 2.67  -0.03
37 O -1.69 -3.19 2.75  -0.01
38 H -3.34 -3.45 0.92  0.16
39 H -4.37 -3.23 2.56  0.02
40 H -4.44 -4.59 1.90  0.02
41 H -2.69 -4.16 4.04  0.09
42 H -2.64 -6.20 2.44  0.00
43 H -1.39 -5.73 3.61  0.12
44 H -1.41 -5.31 1.81  0.07
45 H -2.07 -2.40 2.91  -0.02
46 C -3.87 3.23 3.89  -0.09
47 C -2.53 3.24 3.34  -0.51
48 C -1.45 3.11 4.27  -0.05
49 O -2.56 2.12 2.38  -0.11
50 H -4.03 3.99 4.51  0.02
51 H -3.92 2.50 4.85  0.13
52 H -4.62 2.71 3.18  0.12
53 H -2.53 4.12 2.67  0.15
54 H -0.53 3.40 3.64  0.12
55 H -1.23 2.05 4.80  0.16
56 H -1.50 3.80 4.83  -0.05
57 H -2.56 1.19 2.67  0.04
58 C 3.77 5.36 4.70  -0.08
59 C 2.97 4.10 4.99  -0.47
60 C 1.83 4.43 6.09  -0.03
61 O 2.47 3.74 3.73  -0.09
62 H 4.38 5.62 5.53  0.05
63 H 3.07 6.21 4.62  0.08
64 H 4.41 5.55 3.80  0.08
65 H 3.45 3.21 5.39  0.13
66 H 1.98 5.06 6.83  -0.02
67 H 1.16 3.52 6.07  0.09
68 H 1.01 5.24 5.57  0.13
69 H 3.27 3.53 3.18  0.07
70 C 4.07 4.35 -0.15  0.06
71 C 4.86 3.08 0.57  -0.38
72 C 6.21 3.42 1.10  -0.06
73 O 3.92 2.69 1.58  -0.09
74 H 3.63 4.99 0.49  0.06
75 H 3.45 3.91 -0.83  0.05
76 H 4.61 4.64 -0.73  -0.09
77 H 5.07 2.35 -0.13  0.11
78 H 6.86 3.85 0.34  0.07
79 H 6.58 2.47 1.51  0.08
80 H 6.19 4.15 1.98  0.10
81 H 3.80 1.73 1.57  0.05
82 C 3.33 -1.33 -3.15  0.09
83 C 2.71 -0.25 -2.22  0.14
84 C 2.23 0.98 -2.97  -0.49
85 O 1.84 1.82 -2.26  0.13
86 C 2.16 0.98 -4.41  0.06
87 C 2.79 -0.10 -5.24  0.07
88 C 3.43 -1.18 -4.58  -0.53
89 O 3.82 -2.10 -5.20  0.14
90 H 3.74 -2.22 -2.61  0.13
91 H 2.79 -0.40 -1.18  0.07
92 H 1.88 1.99 -4.97  0.16
93 H 2.91 0.18 -6.22  0.08
94 C -1.85 3.17 -4.32  0.08
95 C -1.67 1.96 -3.30  0.15
96 C -1.24 0.61 -3.89  -0.48
97 O -1.09 -0.36 -3.27  0.12
98 C -1.04 0.60 -5.35  0.06
99 C -1.24 1.79 -6.24  0.01
100 C -1.52 3.07 -5.73  -0.52
101 O -1.64 4.04 -6.50  0.07
102 H -2.48 4.17 -4.00  0.16
103 H -1.90 1.91 -2.28  0.06
104 H -0.63 -0.26 -6.01  0.13
105 H -0.83 1.77 -7.31  0.14
106 C -1.54 -6.10 -2.59  0.05
107 C -0.96 -5.03 -1.91  0.04
108 C 0.46 -4.83 -2.28  -0.42
109 O 1.23 -4.16 -1.60  0.10
110 C 1.08 -5.58 -3.32  0.03
111 C 0.34 -6.55 -4.09  0.03
112 C -0.92 -7.11 -3.61  -0.44
113 O -1.53 -8.07 -3.98  0.11
114 H -2.76 -6.37 -2.37  0.17
115 H -1.42 -4.47 -1.26  0.05
116 H 2.09 -5.19 -3.64  0.15
117 H 1.00 -7.20 -4.78  0.14

Its energy above the lowest of the compared OMol25 structures with the same formula, charge and spin is 4.086 eV. As for the total charge: -1. The calculation puts the largest force on an atom at 18.1 eV/Å.

# 2
C36H60N4O9P3S3Sc | ωB97M-V/def2-TZVPD

Each line ends with the natural charge from an NBO analysis.
Atoms and positions in Å:
1 Sc -0.59 -1.56 -0.28  1.98
2 N 0.96 -1.07 3.67  -0.73
3 C 0.37 -2.39 3.21  -0.60
4 C 0.57 -3.47 4.26  -0.64
5 P 1.11 -2.73 1.54  2.39
6 O 2.46 -3.45 1.92  -1.00
7 O 0.14 -3.52 0.71  -1.15
8 O 1.33 -1.35 0.95  -1.19
9 P -1.42 -2.06 2.85  2.41
10 O -1.71 -1.11 4.13  -1.02
11 O -2.26 -3.26 2.84  -1.09
12 O -1.33 -1.15 1.62  -1.23
13 H 1.82 -1.20 4.19  0.43
14 H 0.29 -0.54 4.24  0.47
15 H 1.18 -0.50 2.84  0.49
16 H 1.63 -3.62 4.47  0.22
17 H 0.17 -4.41 3.87  0.27
18 H 0.03 -3.23 5.18  0.23
19 H 2.91 -3.85 1.14  0.54
20 H -2.63 -1.12 4.38  0.53
21 C -1.13 1.45 0.47  0.03
22 O -0.88 0.61 -0.73  -0.68
23 C -0.82 1.40 -1.93  -0.09
24 C -0.28 0.60 -3.08  -0.09
25 O 1.11 0.36 -2.94  -0.54
26 C 1.89 1.36 -3.56  -0.25
27 H -1.94 0.95 0.98  0.19
28 H -1.41 2.48 0.18  0.29
29 H 0.59 0.67 1.25  0.39
30 H -0.18 2.26 -1.72  0.23
31 H -1.82 1.78 -2.14  0.20
32 H -0.50 1.14 -4.01  0.19
33 H -0.77 -0.38 -3.14  0.22
34 H 1.71 1.37 -4.64  0.18
35 H 2.94 1.11 -3.38  0.19
36 H 1.69 2.35 -3.15  0.18
37 O -0.07 -2.27 -1.95  -0.97
38 C 0.59 -3.17 -2.78  0.25
39 C -0.34 -4.33 -3.09  -0.24
40 C -1.69 -4.30 -2.94  -0.25
41 C -2.34 -5.46 -3.47  -0.25
42 C -1.46 -6.33 -4.03  -0.41
43 S 0.15 -5.76 -3.91  0.46
44 C 0.90 -2.49 -4.12  -0.22
45 C -0.03 -2.17 -5.06  -0.27
46 C 0.52 -1.50 -6.19  -0.25
47 C 1.87 -1.36 -6.09  -0.44
48 S 2.47 -2.01 -4.63  0.49
49 C 1.88 -3.56 -2.07  -0.22
50 C 2.81 -2.65 -1.65  -0.27
51 C 3.92 -3.25 -1.01  -0.26
52 C 3.81 -4.61 -0.93  -0.49
53 S 2.35 -5.15 -1.65  0.51
54 H -2.21 -3.47 -2.48  0.24
55 H -3.40 -5.62 -3.43  0.23
56 H -1.66 -7.28 -4.49  0.24
57 H -1.08 -2.41 -4.96  0.23
58 H -0.06 -1.17 -7.04  0.22
59 H 2.55 -0.91 -6.79  0.24
60 H 2.68 -1.58 -1.78  0.26
61 H 4.78 -2.70 -0.65  0.23
62 H 4.51 -5.32 -0.52  0.25
63 C -1.39 4.86 -1.40  -0.62
64 C -1.63 4.86 0.08  -0.41
65 C -0.94 6.02 0.69  -0.62
66 C -3.10 4.80 0.40  -0.62
67 P 0.91 3.03 1.39  1.11
68 N 0.05 1.52 1.25  -1.00
69 C 2.69 2.43 1.07  -0.37
70 C 3.29 1.27 1.86  -0.61
71 C 3.62 3.64 1.18  -0.62
72 C 2.64 2.01 -0.41  -0.62
73 C 0.67 3.23 3.26  -0.36
74 C -0.79 3.70 3.39  -0.62
75 C 0.78 1.96 4.11  -0.62
76 C 1.58 4.33 3.81  -0.62
77 H -1.66 5.82 -1.91  0.13
78 H -1.96 4.09 -1.93  0.16
79 H -0.32 4.71 -1.64  0.17
80 H -1.14 6.99 0.17  0.14
81 H 0.16 5.90 0.67  0.18
82 H -1.22 6.18 1.74  0.17
83 H -3.71 5.69 0.07  0.13
84 H -3.28 4.71 1.48  0.18
85 H -3.59 3.93 -0.08  0.17
86 H 3.44 1.52 2.91  0.20
87 H 4.27 1.01 1.46  0.21
88 H 2.68 0.36 1.78  0.19
89 H 3.86 3.89 2.21  0.21
90 H 3.17 4.52 0.71  0.23
91 H 4.56 3.43 0.66  0.20
92 H 2.05 1.11 -0.57  0.22
93 H 3.65 1.82 -0.77  0.20
94 H 2.21 2.81 -1.02  0.22
95 H -1.48 2.99 2.93  0.21
96 H -0.95 4.66 2.90  0.25
97 H -1.05 3.79 4.45  0.19
98 H -0.02 1.27 3.82  0.20
99 H 0.63 2.21 5.16  0.21
100 H 1.74 1.46 4.01  0.18
101 H 1.60 5.19 3.14  0.23
102 H 2.60 3.97 3.95  0.20
103 H 1.21 4.66 4.78  0.20
104 N -2.72 -4.14 -0.05  -0.77
105 C -3.42 -2.98 -0.07  0.44
106 C -4.72 -2.95 0.46  -0.28
107 C -5.46 -1.81 0.38  -0.13
108 C -4.91 -0.68 -0.24  -0.29
109 C -3.63 -0.77 -0.70  0.08
110 N -2.87 -1.88 -0.62  -0.65
111 H -2.93 -4.75 0.72  0.41
112 H -1.73 -4.15 -0.30  0.42
113 H -5.11 -3.85 0.93  0.22
114 H -6.46 -1.78 0.79  0.22
115 H -5.46 0.25 -0.34  0.24
116 H -3.16 0.08 -1.17  0.22

The value obtained for the energy is -5283.577904 a.u. The calculation puts the largest force on an atom at 1.0 eV/Å.